{"formula": "C42H41CuNO3P2S", "method": "ωB97M-V/def2-TZVPD", "symbols": ["Cu", "C", "C", "C", "C", "C", "C", "C", "C", "C", "H", "H", "H", "H", "H", "H", "H", "H", "H", "H", "H", "H", "H", "H", "H", "P", "P", "C", "C", "C", "C", "C", "C", "C", "C", "C", "C", "C", "C", "C", "C", "C", "C", "C", "C", "C", "C", "C", "C", "C", "C", "C", "C", "H", "H", "H", "H", "H", "H", "H", "H", "H", "H", "H", "H", "H", "H", "H", "H", "H", "H", "H", "H", "H", "H", "O", "S", "O", "N", "C", "O", "C", "C", "C", "C", "C", "C", "H", "H", "H", "H"], "coordinates": [[0.458, -0.618, 3.795], [-2.380, -0.074, 5.332], [-2.170, -0.391, 4.034], [-2.549, 0.496, 2.867], [-1.446, 1.422, 2.275], [-0.442, 1.971, 3.266], [-0.731, 2.395, 4.508], [-2.107, 2.506, 5.063], [-2.624, 1.283, 5.882], [2.299, -0.138, 3.640], [-2.452, -0.879, 6.067], [-2.117, -1.467, 3.781], [-3.429, 1.101, 3.133], [-2.854, -0.195, 2.056], [-0.893, 0.839, 1.525], [-1.941, 2.244, 1.722], [0.569, 2.135, 2.875], [0.079, 2.562, 5.242], [-2.827, 2.724, 4.262], [-2.096, 3.365, 5.761], [-2.193, 1.340, 6.900], [-3.720, 1.405, 6.018], [2.723, -0.593, 4.554], [2.348, 0.960, 3.731], [2.755, -0.555, 2.705], [-0.022, -2.323, -4.813], [1.934, 0.350, -5.070], [-0.626, -0.731, -5.422], [0.198, 0.345, -5.591], [-0.857, -3.512, -5.953], [-2.031, -3.224, -6.663], [-2.629, -4.207, -7.466], [-2.056, -5.474, -7.591], [-0.856, -5.747, -6.924], [-0.248, -4.777, -6.129], [-1.003, -2.454, -3.255], [-0.633, -1.590, -2.201], [-1.361, -1.597, -1.012], [-2.451, -2.468, -0.868], [-2.800, -3.346, -1.902], [-2.075, -3.339, -3.096], [2.606, 1.091, -6.633], [2.570, 0.297, -7.800], [2.937, 0.835, -9.032], [3.372, 2.163, -9.134], [3.455, 2.937, -7.971], [3.083, 2.403, -6.731], [2.017, 1.780, -3.913], [3.159, 1.856, -3.085], [3.344, 2.951, -2.244], [2.379, 3.968, -2.203], [1.226, 3.875, -2.984], [1.029, 2.771, -3.830], [-1.706, -0.650, -5.601], [-0.127, 1.249, -6.129], [-2.494, -2.242, -6.595], [-3.554, -3.973, -7.996], [-2.535, -6.240, -8.207], [-0.394, -6.727, -7.027], [0.699, -4.988, -5.625], [0.212, -0.910, -2.330], [-1.082, -0.924, -0.195], [-3.028, -2.465, 0.057], [-3.638, -4.037, -1.787], [-2.355, -4.010, -3.914], [2.228, -0.737, -7.735], [2.884, 0.220, -9.933], [3.640, 2.588, -10.105], [3.809, 3.966, -8.032], [3.147, 3.031, -5.840], [3.895, 1.053, -3.117], [4.238, 3.013, -1.624], [2.535, 4.837, -1.557], [0.464, 4.660, -2.944], [0.117, 2.691, -4.418], [1.447, 3.109, 8.655], [1.933, 1.762, 8.440], [3.323, 1.472, 8.734], [1.410, 1.119, 7.023], [0.511, 0.122, 7.104], [-0.015, -0.449, 6.102], [0.216, -0.170, 8.552], [-0.691, -1.056, 9.145], [-0.875, -1.036, 10.540], [-0.140, -0.154, 11.366], [0.792, 0.710, 10.773], [0.922, 0.672, 9.385], [-1.236, -1.748, 8.519], [-1.593, -1.703, 11.029], [-0.284, -0.132, 12.452], [1.404, 1.411, 11.361]], "forces_ev_per_angstrom": [[-0.977, 1.025, 1.731], [0.029, -0.582, -0.673], [-0.568, -0.568, 0.127], [0.155, 0.202, -0.543], [-0.253, 0.096, -0.113], [0.052, 0.400, 0.067], [0.848, -0.841, 0.184], [-0.667, 0.046, 0.334], [-0.055, 0.620, 0.380], [0.940, -0.262, -0.137], [0.371, 0.203, -0.249], [0.029, 0.385, 0.270], [0.260, -0.314, -0.121], [-0.077, 0.493, 0.314], [-0.025, 0.197, 0.042], [0.221, -0.314, 0.093], [-0.243, -0.341, 0.303], [-0.277, 0.272, -0.672], [0.251, 0.099, 0.236], [-0.191, -0.332, -0.381], [-0.167, -0.179, -0.416], [0.436, -0.026, 0.001], [-0.205, 0.135, -0.439], [-0.076, -0.531, -0.195], [-0.477, 0.447, 0.743], [0.517, -0.583, 0.248], [0.757, -0.227, -0.214], [0.484, 1.572, -0.033], [-1.137, -0.966, -0.156], [-0.009, -0.172, -0.200], [0.028, -0.608, -0.086], [0.112, 0.124, 0.055], [0.171, 0.263, 0.233], [-0.121, 0.021, -0.062], [-0.434, 0.452, 0.100], [-0.170, 0.204, -0.017], [-0.398, -0.371, -0.121], [-0.113, -0.210, -0.178], [0.083, -0.087, -0.170], [0.192, 0.188, 0.161], [0.029, 0.162, 0.162], [0.019, 0.129, -0.294], [-0.004, 0.403, 0.239], [0.074, 0.092, -0.078], [-0.095, -0.058, 0.473], [0.025, -0.242, -0.151], [-0.038, 0.005, -0.252], [-0.078, 0.034, 0.133], [-0.464, 0.258, -0.243], [-0.289, 0.053, -0.146], [0.114, -0.067, -0.040], [-0.128, -0.269, -0.111], [0.543, 0.284, 0.412], [0.422, 0.202, -0.318], [-0.319, -0.338, 0.429], [0.038, -0.270, 0.017], [0.239, -0.064, 0.119], [0.189, 0.284, 0.216], [-0.061, 0.215, 0.008], [-0.310, 0.048, -0.123], [-0.182, -0.155, 0.036], [-0.119, -0.210, -0.292], [0.143, -0.021, -0.218], [0.251, 0.267, 0.022], [0.099, 0.251, 0.327], [0.060, 0.224, -0.036], [0.000, 0.134, 0.299], [-0.076, -0.184, 0.371], [-0.097, -0.249, 0.045], [-0.049, -0.169, -0.250], [-0.128, 0.176, -0.029], [-0.237, 0.012, -0.128], [-0.088, -0.329, -0.229], [0.315, -0.283, 0.036], [0.229, 0.088, 0.084], [0.402, -0.436, -0.535], [-0.603, -1.014, 0.308], [-0.730, 0.358, -0.637], [0.009, -0.017, -1.118], [1.621, 1.411, 0.027], [0.703, -0.228, 0.486], [-0.901, -0.535, 0.743], [0.171, 0.218, 0.345], [0.304, 0.268, 0.185], [0.127, -0.007, -0.710], [-0.157, -0.233, -0.095], [0.058, 0.285, 1.242], [-0.158, -0.075, 0.018], [0.253, 0.178, -0.393], [-0.017, -0.122, -0.495], [-0.407, -0.395, -0.306]], "spin_multiplicity": 2, "homo_lumo_gap_ev": [7.37, 5.30], "fmax_ev_per_a": 2.2, "s2": 0.755, "e_above_lowest_kj_mol": 0.0, "e_tot_ha": -4626.70346}